Record 1
Density functional theory data (wB97M-V/def2-TZVPD) for an isolated molecule of C2H3N2OP in a non-equilibrium geometry.

```
9
Properties=species:S:1:pos:R:3:forces:R:3
C 0.145654 0.869653 -1.004569 0.832 -1.550 1.689
C 0.911833 -1.911948 -0.439770 -0.180 -2.177 0.912
N -0.667377 1.153745 -0.086849 -0.856 1.178 0.921
N -1.077915 0.546321 1.053573 -0.833 1.304 0.018
O 0.900605 -3.022704 -0.068456 -0.409 1.552 -0.465
P 1.430247 -0.474487 -1.044683 0.717 0.980 -0.673
H 0.505458 1.696621 -1.591379 -0.494 0.104 -0.762
H -1.624599 1.294764 1.595525 1.409 -2.145 -0.838
H -0.523906 -0.151967 1.586607 -0.186 0.754 -0.801
```
Forces are in eV/Å.

Summary:
Energy ... -604.00914 a.u.
LUMO ... -0.2 eV
HOMO energy ... -8.5 eV
SMILES ... N/N=C\P=C=O
Relative energy (zero: lowest compared OMol25 entry of this formula, charge and spin) ... 58.13 kcal per mole
Gap between HOMO and LUMO ... 8.3 eV

Record 2
Density functional theory data (wB97M-V/def2-TZVPD) for an isolated molecule of C2H7BO3 in a non-equilibrium geometry.

```
13
Properties=species:S:1:pos:R:3:forces:R:3
O -1.116641 -0.516635 -1.193084 -1.029 0.317 0.429
O -2.675655 -0.133345 0.619397 1.290 -0.123 -0.119
O -0.229172 -0.196304 1.028959 -1.890 0.407 -0.711
B -1.326758 -0.259357 0.182682 -1.405 -0.184 -0.042
C 1.585584 0.820803 -0.244537 -0.558 0.554 -0.301
C 0.988784 -0.424898 0.346935 0.490 -1.013 0.088
H -1.893999 -0.566903 -1.800197 0.796 0.143 1.271
H -2.902105 -0.088593 1.566604 0.715 0.017 -0.715
H 1.653832 1.629632 0.492389 -0.141 -0.170 -0.041
H 2.604317 0.612103 -0.561907 -0.003 0.009 -0.367
H 0.934972 1.156267 -1.088796 0.767 -0.132 0.520
H 1.649143 -0.882737 1.091259 0.054 0.047 -0.235
H 0.727699 -1.150035 -0.439704 0.914 0.127 0.223
```
Forces are in eV/Å.

Summary:
Energy ... -331.11402 a.u.
LUMO ... 0.5 eV
HOMO energy ... -10.8 eV
SMILES ... CCOB(O)O
Relative energy (zero: lowest compared OMol25 entry of this formula, charge and spin) ... 2.64 kcal per mole
Gap between HOMO and LUMO ... 11.3 eV